C30H45O7PdS4Se | ωB97M-V/def2-TZVPD

The value obtained for the total energy is -158340.911 eV. The value obtained for the gap between HOMO and LUMO (alpha / beta) is 7.02 / 5.47 eV. As for the maximum force: 0.66 eV/A.

Structure (ORCA input):
```
! wB97M-V def2-TZVPD RIJCOSX def2/J DEFGRID3
* xyz -1 5
Pd 0.341 -0.143 -0.653
C -4.330 -2.632 5.472
C -4.940 -2.127 4.155
C -5.543 -0.744 4.402
C -6.070 -3.073 3.719
C -3.857 -2.108 3.085
C -3.429 -0.916 2.470
C -2.437 -0.935 1.533
Se -1.749 0.716 0.822
C -0.519 1.015 2.290
C -1.042 1.161 3.566
C -0.214 1.250 4.670
C 1.160 1.196 4.421
C 1.734 1.075 3.165
C 0.870 1.006 2.028
O 1.349 0.940 0.821
C 3.273 0.998 3.109
C 3.739 -0.190 3.967
C 3.888 0.804 1.717
C 3.850 2.298 3.691
C -0.731 1.358 6.102
C -0.194 2.636 6.758
C -0.259 0.138 6.906
C -2.258 1.396 6.153
C -1.873 -2.196 1.048
O -1.166 -2.212 0.030
C -2.250 -3.416 1.763
C -3.230 -3.313 2.721
C -1.621 -4.785 1.502
C -2.723 -5.765 1.065
C -0.518 -4.819 0.439
C -0.998 -5.268 2.825
H -5.091 -2.646 6.256
H -3.930 -3.641 5.370
H -3.516 -1.980 5.795
H -6.320 -0.821 5.165
H -4.797 -0.034 4.762
H -6.000 -0.337 3.498
H -6.848 -3.101 4.485
H -6.519 -2.731 2.785
H -5.710 -4.090 3.567
H -3.874 0.028 2.747
H -2.117 1.185 3.682
H 1.830 1.246 5.273
H 3.345 -1.126 3.567
H 4.831 -0.250 3.955
H 3.419 -0.104 5.007
H 3.562 -0.127 1.258
H 3.635 1.616 1.039
H 4.976 0.770 1.836
H 3.526 2.466 4.719
H 4.942 2.259 3.682
H 3.535 3.155 3.093
H 0.897 2.646 6.775
H -0.528 3.519 6.209
H -0.548 2.716 7.790
H 0.829 0.075 6.934
H -0.622 0.194 7.936
H -0.633 -0.784 6.455
H -2.659 2.252 5.607
H -2.689 0.486 5.730
H -2.589 1.472 7.191
H -3.538 -4.215 3.234
H -3.183 -5.436 0.131
H -2.285 -6.751 0.899
H -3.507 -5.867 1.817
H -0.872 -4.531 -0.547
H 0.310 -4.161 0.693
H -0.137 -5.843 0.389
H -1.743 -5.369 3.616
H -0.535 -6.245 2.671
H -0.232 -4.564 3.153
O 0.766 -2.267 2.559
H 0.889 -1.384 2.928
H 1.244 -2.260 1.713
O 3.242 -3.257 -1.932
S 2.194 -2.413 -1.436
O 2.160 -2.253 0.019
O 0.894 -2.527 -2.071
S 2.571 -0.360 -1.982
C 0.012 4.222 -0.583
O -0.074 2.875 -1.035
C -0.532 2.620 -2.263
S -1.041 3.796 -3.313
S -0.531 0.943 -2.636
H 0.437 4.150 0.416
H -0.976 4.681 -0.556
H 0.653 4.808 -1.241
*
```

***

C30H46BrIrN3P2 | ωB97M-V/def2-TZVPD

The value obtained for the total energy is -127738.219 eV. The value obtained for the gap between HOMO and LUMO (alpha / beta) is 5.90 / 4.43 eV. As for the maximum force: 4.66 eV/A.

Structure (ORCA input):
```
! wB97M-V def2-TZVPD RIJCOSX def2/J DEFGRID3
* xyz 4 6
C 0.561 4.696 -3.844
C -0.046 3.489 -4.259
C -0.535 3.407 -5.575
C -0.538 4.570 -6.360
N -0.064 5.740 -5.913
C 0.505 5.804 -4.704
C -0.079 2.332 -3.386
C -0.898 1.559 -2.616
C -2.181 1.267 -2.031
C -2.150 0.364 -0.932
C -3.343 -0.095 -0.385
C -4.528 0.618 -0.647
C -4.586 1.514 -1.738
C -3.428 1.806 -2.452
Ir 0.946 1.282 -2.167
P 2.775 0.049 -2.379
H -0.885 2.463 -5.975
H 1.076 4.769 -2.888
H -0.943 4.550 -7.384
H 0.923 6.779 -4.418
H -3.458 2.523 -3.276
H -1.185 0.075 -0.496
H -5.526 2.004 -1.974
H -3.350 -0.918 0.317
C 2.398 -1.236 -1.099
C 3.029 -2.615 -1.209
H 1.302 -1.309 -1.047
H 2.699 -0.794 -0.137
H 2.747 -3.205 -0.328
H 2.689 -3.185 -2.075
H 4.120 -2.567 -1.213
C 2.956 -0.620 -4.080
C 3.783 0.235 -5.046
H 1.948 -0.762 -4.507
H 3.389 -1.620 -3.957
H 3.804 -0.264 -6.023
H 3.342 1.228 -5.200
H 4.824 0.359 -4.722
C 4.475 0.618 -1.944
C 5.475 -0.439 -1.472
H 4.347 1.396 -1.177
H 4.846 1.133 -2.837
H 6.460 0.033 -1.398
H 5.232 -0.818 -0.470
H 5.579 -1.286 -2.167
Br -5.889 0.449 0.537
P -1.225 -2.129 -3.968
C 0.207 -2.676 -3.029
C 0.594 -4.124 -3.379
H -0.071 -2.582 -1.971
H 1.016 -1.961 -3.252
H 1.663 -4.301 -3.233
H 0.048 -4.846 -2.758
H 0.371 -4.357 -4.427
C -2.669 -2.522 -2.929
C -3.777 -3.320 -3.640
H -3.028 -1.561 -2.534
H -2.295 -3.121 -2.084
H -4.535 -3.610 -2.900
H -4.302 -2.731 -4.403
H -3.376 -4.237 -4.097
C -1.691 -0.567 -4.738
C -2.508 -0.842 -6.025
H -0.798 0.052 -4.929
H -2.316 -0.042 -4.002
H -2.846 0.101 -6.472
H -1.907 -1.385 -6.768
H -3.398 -1.454 -5.824
C 2.496 1.724 2.960
C 1.828 2.267 1.770
C 0.865 3.253 1.603
C 0.466 3.241 0.261
N 1.227 2.288 -0.381
N 2.039 1.751 0.550
C -0.587 4.099 -0.320
H 3.537 2.085 3.041
H 1.916 2.037 3.838
H 2.499 0.621 2.961
H 0.433 3.859 2.390
H 2.679 0.988 0.331
H -1.243 4.410 0.515
H -0.174 5.013 -0.767
H -1.208 3.586 -1.064
*
```

***

C30H46BrN3P2PtSe | ωB97M-V/def2-TZVPD

The value obtained for the total energy is -193524.762 eV. The value obtained for the gap between HOMO and LUMO (alpha / beta) is 7.85 / 5.22 eV. As for the maximum force: 3.57 eV/A.

Structure (ORCA input):
```
! wB97M-V def2-TZVPD RIJCOSX def2/J DEFGRID3
* xyz 2 3
C 1.757 3.760 -0.469
C 0.774 3.002 -1.162
C 0.865 3.008 -2.581
C 1.900 3.715 -3.198
N 2.844 4.413 -2.540
C 2.743 4.429 -1.196
C -0.210 2.234 -0.481
C -1.294 1.832 0.069
C -2.646 2.121 0.470
C -3.447 1.120 1.068
C -4.763 1.377 1.465
C -5.295 2.658 1.264
C -4.528 3.677 0.672
C -3.215 3.406 0.280
Pt -0.016 0.118 0.193
P 2.189 -0.423 -0.401
H 0.132 2.456 -3.178
H 1.743 3.801 0.624
H 1.977 3.714 -4.295
H 3.507 5.012 -0.662
H -2.610 4.193 -0.181
H -3.001 0.131 1.212
H -4.959 4.670 0.523
H -5.371 0.593 1.926
C 2.777 -2.168 -0.041
C 3.927 -2.767 -0.860
H 1.871 -2.793 -0.149
H 3.014 -2.181 1.040
H 4.117 -3.811 -0.548
H 3.685 -2.786 -1.937
H 4.866 -2.204 -0.735
C 2.503 -0.176 -2.232
C 3.891 0.242 -2.732
H 1.769 0.596 -2.521
H 2.171 -1.111 -2.719
H 3.864 0.391 -3.827
H 4.206 1.199 -2.285
H 4.664 -0.514 -2.517
C 3.429 0.694 0.445
C 4.898 0.274 0.575
H 3.000 0.864 1.447
H 3.334 1.662 -0.081
H 5.464 1.048 1.124
H 4.999 -0.669 1.141
H 5.385 0.138 -0.404
Br -7.089 3.027 1.802
P -1.395 -1.280 -1.183
C -0.480 -2.361 -2.417
C -1.154 -3.586 -3.050
H 0.426 -2.686 -1.874
H -0.123 -1.662 -3.197
H -0.444 -4.109 -3.716
H -1.474 -4.310 -2.281
H -2.037 -3.315 -3.650
C -2.548 -2.487 -0.314
C -3.859 -2.928 -0.978
H -2.778 -2.002 0.651
H -1.915 -3.358 -0.056
H -4.424 -3.596 -0.301
H -4.505 -2.061 -1.196
H -3.692 -3.473 -1.920
C -2.533 -0.225 -2.236
C -3.054 -0.737 -3.584
H -1.962 0.710 -2.386
H -3.369 0.057 -1.570
H -3.662 0.045 -4.075
H -2.226 -0.985 -4.270
H -3.687 -1.632 -3.478
C 1.747 1.275 3.881
N 0.948 0.164 4.393
C 1.194 -0.483 5.550
C 0.175 -1.385 5.773
N -0.701 -1.297 4.754
C -1.978 -2.009 4.683
C -0.197 -0.369 3.906
Se -1.121 0.274 2.576
H 1.333 1.664 2.929
H 2.792 0.938 3.727
H 1.750 2.105 4.622
H 2.024 -0.275 6.215
H 0.052 -2.016 6.643
H -1.800 -3.101 4.702
H -2.610 -1.724 5.555
H -2.542 -1.755 3.763
*
```

***

C30H46Cl2N5O10SiY | ωB97M-V/def2-TZVPD

The value obtained for the total energy is -93745.754 eV. The value obtained for the gap between HOMO and LUMO (alpha / beta) is 7.36 / 2.47 eV. As for the maximum force: 2.74 eV/A.

Structure (ORCA input):
```
! wB97M-V def2-TZVPD RIJCOSX def2/J DEFGRID3
* xyz 0 1
C -1.667 -0.158 -5.938
C -0.924 -1.010 -4.936
H -1.034 0.612 -6.388
H -2.527 0.352 -5.469
H -2.049 -0.772 -6.761
C -0.143 -2.090 -5.343
C 0.333 -2.267 -6.726
H 0.024 -2.944 -4.672
H 0.942 -1.407 -7.043
H -0.476 -2.409 -7.471
H 1.001 -3.141 -6.737
Y 0.566 1.503 0.938
Cl -1.297 3.401 1.249
C 0.565 -1.728 1.343
O 1.312 -0.720 1.216
N 0.809 -2.683 2.232
C 2.076 -2.725 2.959
C -0.156 -3.741 2.491
H -0.349 -1.852 0.732
H 2.667 -1.837 2.721
H 2.639 -3.624 2.681
H 1.879 -2.766 4.037
H -1.105 -3.460 2.016
H -0.299 -3.852 3.575
H 0.194 -4.687 2.054
H 2.180 4.194 5.223
H 0.123 5.118 5.043
C 2.065 3.672 4.267
C 0.062 5.145 3.953
N 1.259 4.531 3.399
H 1.574 2.695 4.413
C 1.346 4.372 2.069
O 1.862 3.376 1.486
H -0.841 4.615 3.619
H 0.893 5.200 1.497
H 3.048 3.539 3.793
H -0.025 6.187 3.621
H 1.821 1.008 -3.711
H 2.841 -2.134 -3.723
C 2.859 0.699 -3.526
C 3.496 -1.639 -2.992
N 2.896 -0.384 -2.547
H 3.444 1.564 -3.186
C 2.687 -0.171 -1.227
O 2.226 0.884 -0.734
H 3.627 -2.293 -2.125
H 2.962 -1.020 -0.584
H 3.272 0.301 -4.461
H 4.467 -1.441 -3.468
O -0.408 -0.044 -3.757
C -1.394 -0.992 -3.493
C 0.295 -2.490 -2.393
C -1.029 -2.094 -2.586
H 1.083 -1.925 -2.899
C 0.582 -3.621 -1.624
H -2.398 -0.569 -3.347
C -2.078 -2.814 -2.000
H 1.620 -3.953 -1.516
C -0.478 -4.313 -1.017
C -1.808 -3.908 -1.198
H -3.094 -2.472 -2.214
H -0.248 -5.194 -0.410
H -2.638 -4.445 -0.725
Si -0.032 2.700 -2.655
Cl -0.711 0.912 -1.159
C 1.654 3.365 -2.059
C -1.092 4.127 -1.993
C -0.167 2.523 -4.483
H 2.043 2.930 -1.134
H 1.548 4.444 -1.897
H 2.411 3.220 -2.839
H 0.784 2.207 -4.932
H -0.384 3.541 -4.850
H -0.977 1.848 -4.776
H -2.055 3.797 -1.581
H -1.268 4.847 -2.814
H -0.548 4.664 -1.193
O 0.275 1.094 3.212
C -0.825 0.446 3.041
O -1.274 0.193 1.876
C -1.603 -0.048 4.232
C -1.028 -0.970 5.103
C -1.822 -1.535 6.126
C -3.107 -1.062 6.392
C -3.650 -0.108 5.519
C -2.924 0.362 4.405
N -4.924 0.482 5.826
O -5.487 0.159 6.890
O -5.411 1.307 5.027
N -1.315 -2.683 6.832
O -0.272 -3.236 6.409
O -1.938 -3.091 7.832
H 0.011 -1.270 4.998
H -3.668 -1.418 7.257
H -3.374 1.070 3.710
*
```

***

C30H46O3 | ωB97M-V/def2-TZVPD

The value obtained for the total energy is -37997.925 eV. As for the structure (SMILES): C=C1/C(=C\C=C2/CCC[C@]3(C)[C@@H]([C@H](C)/C=C/C=C/C(O)(CC)CC)CC[C@@H]23)C[C@@H](O)C[C@@H]1O. The value obtained for the gap between HOMO and LUMO is 8.46 eV. As for the maximum force: 0.79 eV/A.

Structure (ORCA input):
```
! wB97M-V def2-TZVPD RIJCOSX def2/J DEFGRID3
* xyz 0 1
C -5.375 -2.507 -0.303
C -6.194 -1.605 0.236
C -6.235 -0.188 -0.117
C -5.164 0.567 -0.427
C -3.788 0.161 -0.328
C -2.730 0.794 -0.853
C -1.311 0.366 -0.644
C -0.986 -0.880 0.171
H -1.606 -0.930 1.065
H -1.147 -1.793 -0.402
C 0.493 -0.688 0.552
H 1.136 -1.385 0.015
H 0.634 -0.872 1.617
C 0.870 0.772 0.200
H 1.352 0.781 -0.784
C 1.894 1.342 1.204
C 3.081 0.417 1.219
C 4.157 0.520 0.440
C 5.256 -0.415 0.480
C 6.336 -0.322 -0.295
C 7.500 -1.277 -0.285
O 7.412 -2.230 0.757
H 7.360 -1.752 1.591
C 7.523 -2.076 -1.605
C 6.247 -2.881 -1.816
H 6.327 -3.481 -2.719
H 5.387 -2.221 -1.910
H 6.086 -3.540 -0.968
H 8.375 -2.756 -1.565
H 7.672 -1.383 -2.435
C 8.814 -0.468 -0.163
C 8.886 0.364 1.114
H 9.784 0.977 1.109
H 8.924 -0.274 1.996
H 8.020 1.019 1.195
H 8.898 0.190 -1.030
H 9.651 -1.169 -0.188
H 6.423 0.481 -1.014
H 5.164 -1.234 1.182
H 4.253 1.331 -0.269
H 3.022 -0.414 1.911
C 2.310 2.777 0.881
H 1.527 3.477 1.159
H 2.519 2.898 -0.178
H 3.205 3.036 1.443
H 1.448 1.330 2.204
C -0.495 1.483 0.055
C -1.093 1.826 1.421
H -2.170 1.955 1.346
H -0.662 2.747 1.806
H -0.905 1.035 2.140
C -0.508 2.705 -0.866
H 0.025 3.542 -0.416
C -1.938 3.147 -1.176
H -2.407 3.530 -0.268
H -1.913 3.965 -1.900
C -2.793 2.006 -1.739
H -3.816 2.351 -1.878
H -2.404 1.729 -2.725
H 0.000 2.452 -1.801
H -0.865 0.232 -1.639
H -3.615 -0.737 0.249
H -5.353 1.595 -0.708
C -7.620 0.407 -0.074
H -7.830 0.768 0.936
H -7.689 1.249 -0.764
C -8.669 -0.652 -0.431
C -8.654 -1.782 0.615
C -7.263 -2.004 1.229
O -7.195 -1.222 2.412
H -6.294 -1.248 2.750
H -7.144 -3.067 1.494
H -9.331 -1.538 1.434
H -9.002 -2.698 0.136
O -8.482 -1.147 -1.739
H -7.583 -1.493 -1.806
H -9.664 -0.196 -0.456
H -4.672 -2.250 -1.076
H -5.410 -3.543 -0.006
*
```